(1)
ORCA calculation (ωB97M-V/def2-TZVPD) on 2 unconnected molecules or ions with the total composition C25H23N2O4S at a distorted geometry.

Last column: Löwdin charge in e.
Element x y z (Å)
C  -4.17  0.50  1.44  -0.0844
C  -3.80  -0.21  0.16  -0.2264
O  -2.71  0.48  -0.55  -0.0483
C  -2.44  0.02  -1.81  -0.4716
C  -1.29  0.71  -2.41  -0.1804
C  -1.06  0.73  -3.83  -0.1866
C  -1.82  -0.07  -4.72  -0.0400
C  -1.70  0.05  -6.10  -0.1163
C  -0.75  0.93  -6.65  -0.1522
C  0.01  1.75  -5.80  -0.1231
C  -0.15  1.67  -4.40  -0.0489
C  -0.72  1.66  -1.57  -0.2972
N  -0.19  2.47  -0.89  0.1012
O  -3.12  -0.85  -2.36  0.0169
H  -4.85  -0.19  1.97  0.0777
H  -3.30  0.70  2.10  0.0651
H  -4.69  1.46  1.25  0.0737
H  -3.43  -1.24  0.37  0.1025
H  -4.70  -0.27  -0.49  0.1184
H  -2.57  -0.70  -4.27  0.0803
H  -2.37  -0.52  -6.75  0.0889
H  -0.66  1.01  -7.74  0.0802
H  0.69  2.50  -6.25  0.0902
H  0.37  2.38  -3.75  0.0957
C  0.66  0.42  7.40  -0.0637
C  0.59  -0.09  5.99  -0.2836
C  1.23  -1.29  5.65  -0.0460
C  1.08  -1.83  4.37  -0.0470
C  0.27  -1.18  3.44  -0.2774
S  -0.07  -1.90  1.85  0.6516
N  0.89  -0.93  0.89  -0.0311
C  1.02  -0.92  -0.39  -0.1081
C  2.30  -0.52  -1.02  -0.1892
C  2.58  -0.93  -2.34  -0.0253
C  3.77  -0.55  -2.96  -0.0864
C  4.69  0.26  -2.30  -0.0954
C  4.47  0.62  -0.96  -0.0804
C  3.28  0.21  -0.30  -0.0110
O  0.45  -3.24  1.87  -0.3018
O  -1.48  -1.67  1.58  -0.2998
C  -0.27  0.08  3.73  -0.0466
C  -0.13  0.61  5.01  -0.0336
H  0.04  1.32  7.49  0.0714
H  0.27  -0.34  8.09  0.0820
H  1.69  0.67  7.70  0.0823
H  1.85  -1.79  6.40  0.1144
H  1.62  -2.73  4.09  0.1096
H  0.26  -1.31  -1.10  0.1365
H  1.82  -1.52  -2.86  0.1198
H  3.97  -0.89  -3.98  0.1041
H  5.62  0.54  -2.79  0.0970
H  5.21  1.21  -0.42  0.0990
H  3.06  0.50  0.73  0.1111
H  -0.78  0.65  2.95  0.1180
H  -0.56  1.58  5.25  0.1142

Values from the calculation:
- DFT total energy (Ha) = -1775.14744
- gap between HOMO and LUMO (eV) = 5.54
- net charge = -1
- spin multiplicity = 1
- HOMO level (eV) = -3.42

***

(2)
ORCA calculation (ωB97M-V/def2-TZVPD) on a molecular structure, C25H24AsCuN5S.

Last column: Löwdin spin population.
Element x y z (Å)
Cu  -1.84  0.06  1.18  0.6399
N  -1.84  3.61  3.63  0.0083
C  -1.94  2.41  3.03  0.0166
S  -1.98  2.36  1.30  0.1156
N  -2.00  1.37  3.86  0.0042
N  -2.06  0.21  3.19  0.0575
C  -2.21  -0.89  3.83  0.0006
C  -2.26  -2.12  3.04  0.0033
C  -2.37  -3.38  3.60  0.0009
C  -2.40  -4.48  2.76  -0.0021
C  -2.31  -4.29  1.39  0.0005
C  -2.20  -3.00  0.90  0.0028
N  -2.17  -1.94  1.71  0.0542
H  -1.90  4.45  3.07  0.0022
H  -1.91  3.67  4.63  0.0013
H  -2.29  -0.90  4.91  0.0014
H  -2.44  -3.49  4.68  0.0005
H  -2.49  -5.48  3.17  -0.0001
H  -2.33  -5.12  0.70  0.0003
H  -2.12  -2.77  -0.15  0.0010
C  2.41  -1.09  1.53  0.0002
As  0.91  0.16  1.37  0.0026
C  1.54  1.50  2.64  0.0017
C  1.35  1.02  -0.35  -0.0001
C  2.70  1.65  -0.42  0.0000
C  2.90  2.97  -0.03  0.0000
C  4.16  3.55  -0.06  0.0000
C  5.25  2.81  -0.49  0.0000
C  5.07  1.49  -0.89  0.0000
C  3.81  0.92  -0.85  0.0000
H  3.36  -0.57  1.41  0.0001
H  2.33  -1.87  0.78  0.0000
H  2.37  -1.55  2.52  0.0000
H  2.58  1.76  2.46  0.0002
H  1.43  1.09  3.65  0.0000
H  0.91  2.39  2.57  0.0000
H  0.55  1.76  -0.50  -0.0002
H  1.21  0.25  -1.10  0.0001
H  2.04  3.55  0.30  0.0001
H  4.29  4.58  0.24  0.0000
H  6.24  3.26  -0.52  0.0000
H  5.92  0.91  -1.23  0.0000
H  3.68  -0.11  -1.18  0.0000
N  -1.55  -1.35  -8.67  -0.0009
C  -1.60  -1.18  -7.53  -0.0003
C  -1.66  -0.97  -6.11  -0.0018
C  -2.71  -1.51  -5.37  0.0004
C  -2.76  -1.31  -4.01  -0.0023
C  -1.76  -0.57  -3.35  -0.0012
C  -0.72  -0.03  -4.11  -0.0021
C  -0.66  -0.23  -5.48  0.0004
C  -1.81  -0.37  -1.94  0.0067
C  -1.85  -0.18  -0.74  0.0879
H  -3.48  -2.08  -5.87  0.0001
H  -3.57  -1.72  -3.42  -0.0002
H  0.05  0.55  -3.62  -0.0001
H  0.15  0.19  -6.06  0.0001

Values from the calculation:
- DFT total energy (Ha) = -5515.22823
- gap between HOMO and LUMO (spin up / spin down) (eV) = 7.35 / 7.29
- net charge = 0
- spin multiplicity = 2
- relative energy (zero: lowest compared OMol25 entry of this formula, charge and spin) (kcal/mol) = 0.00
- ⟨S²⟩ = 0.755
- HOMO level (spin up / spin down) (eV) = -8.07 / -7.99

***

(3)
ORCA calculation (ωB97M-V/def2-TZVPD) on a molecular structure, C25H24AsFeN4O11S2.

Last column: Löwdin spin population.
Element x y z (Å)
Fe  -1.23  -0.90  0.40  3.7324
O  5.83  -0.92  0.76  0.0001
C  5.08  0.27  0.55  -0.0002
C  3.63  -0.07  0.35  -0.0014
C  2.74  0.94  0.02  0.0013
C  1.40  0.63  -0.13  0.0025
N  0.93  -0.60  0.04  0.0319
C  1.79  -1.58  0.31  0.0022
C  3.15  -1.36  0.48  0.0014
C  1.18  -2.94  0.41  0.0000
C  1.95  -4.09  0.33  0.0009
C  1.34  -5.33  0.43  -0.0021
C  2.15  -6.59  0.30  -0.0003
O  2.78  -6.70  -0.96  -0.0002
C  -0.03  -5.36  0.60  0.0010
C  -0.73  -4.17  0.66  0.0002
N  -0.15  -2.97  0.56  0.0233
H  6.76  -0.69  0.78  0.0000
H  5.44  0.82  -0.32  -0.0001
H  5.17  0.93  1.42  -0.0001
H  3.06  1.97  -0.11  0.0002
H  0.67  1.38  -0.38  0.0003
H  3.82  -2.16  0.74  0.0003
H  3.02  -4.02  0.16  0.0002
H  1.52  -7.46  0.51  0.0000
H  2.96  -6.59  1.03  -0.0001
H  2.12  -6.57  -1.65  0.0000
H  -0.56  -6.30  0.69  0.0002
H  -1.80  -4.17  0.80  0.0001
O  -3.05  2.36  -1.68  0.0031
As  -2.82  0.71  -1.10  0.0036
O  -1.28  0.21  -1.50  0.0551
O  -2.79  0.62  0.56  0.0423
C  -4.38  -0.03  -1.92  -0.0002
C  -4.74  0.39  -3.19  0.0001
C  -5.91  -0.08  -3.78  0.0000
C  -6.72  -0.96  -3.09  0.0002
C  -6.37  -1.40  -1.82  0.0001
C  -5.19  -0.94  -1.23  0.0003
S  -3.64  -2.55  0.15  0.0087
O  -4.88  -1.39  0.02  0.0006
O  -2.71  -2.15  -0.94  0.0221
O  -2.97  -2.14  1.42  0.0278
H  -2.23  2.86  -1.56  0.0000
H  -4.12  1.10  -3.71  0.0000
H  -6.18  0.25  -4.77  0.0000
H  -7.64  -1.32  -3.53  0.0000
H  -6.99  -2.09  -1.26  0.0000
N  -1.49  -0.47  3.61  0.0102
C  -0.87  -0.44  2.64  0.0290
H  -2.21  -0.58  4.29  0.0006
N  -0.55  2.62  1.26  0.0010
C  0.32  3.70  1.09  0.0001
C  1.48  3.77  1.86  0.0002
C  2.44  4.75  1.62  0.0000
C  2.26  5.67  0.60  0.0001
C  1.09  5.62  -0.15  0.0000
C  0.13  4.65  0.08  0.0001
S  3.51  6.90  0.24  0.0000
O  3.91  6.60  -1.13  0.0000
O  2.82  8.17  0.39  0.0000
O  4.55  6.65  1.24  0.0000
H  -1.52  2.68  0.99  0.0001
H  -0.41  2.09  2.10  0.0005
H  1.63  3.04  2.66  0.0000
H  3.34  4.80  2.21  0.0000
H  0.95  6.35  -0.94  0.0000
H  -0.76  4.61  -0.53  0.0000

Values from the calculation:
- DFT total energy (Ha) = -6309.72940
- gap between HOMO and LUMO (spin up / spin down) (eV) = 6.34 / 6.35
- net charge = -1
- spin multiplicity = 5
- relative energy (zero: lowest compared OMol25 entry of this formula, charge and spin) (kcal/mol) = 12.90
- ⟨S²⟩ = 6.013
- HOMO level (spin up / spin down) (eV) = -5.01 / -5.01

***

(4)
ORCA calculation (ωB97M-V/def2-TZVPD) on 3 unconnected molecules or ions with the total composition C25H24BrClFNO13 at a distorted geometry.

Last column: Löwdin charge in e.
Element x y z (Å)
C  4.48  -0.60  -1.84  0.0248
C  4.00  -1.45  -2.97  -0.4330
O  4.73  -1.96  -3.77  0.1360
N  2.56  -1.64  -2.99  0.0508
C  1.97  -1.20  -4.27  -0.4088
C  2.26  -1.97  -5.53  0.0202
O  1.29  -0.23  -4.26  0.1484
C  2.18  -2.96  -2.53  -0.2386
O  1.27  -3.62  -3.42  0.0801
C  1.00  -4.76  -2.72  -0.3758
O  0.96  -5.85  -3.19  0.2092
C  0.80  -4.36  -1.23  -0.3113
F  -0.58  -4.39  -1.08  0.0627
C  1.41  -5.46  -0.35  -0.0848
C  1.75  -4.98  1.03  -0.8047
O  1.08  -4.28  1.70  0.0735
Br  3.46  -5.61  1.73  0.7053
C  1.42  -2.97  -1.15  -0.1264
C  0.45  -1.77  -1.09  -0.1235
C  -0.65  -1.84  0.00  -0.2448
C  -2.05  -1.82  -0.60  -0.5562
Cl  -2.40  -0.21  -1.28  0.6287
H  5.43  -0.14  -2.08  0.0898
H  4.62  -1.26  -0.98  0.0967
H  3.72  0.13  -1.55  0.0878
H  2.08  -1.29  -6.36  0.0936
H  1.52  -2.77  -5.60  0.0904
H  3.25  -2.39  -5.55  0.0791
H  3.06  -3.60  -2.39  0.1743
H  2.30  -5.88  -0.82  0.1132
H  0.68  -6.26  -0.25  0.1550
H  2.21  -2.83  -0.42  0.1507
H  -0.03  -1.67  -2.07  0.1077
H  1.03  -0.87  -0.92  0.1154
H  -0.54  -2.74  0.60  0.0886
H  -0.56  -0.95  0.62  0.0987
H  -2.10  -2.51  -1.44  0.0626
H  -2.82  -2.06  0.13  0.0768
O  -3.51  7.30  0.93  0.1041
C  -3.55  6.10  0.74  -0.3172
C  -2.81  5.42  -0.30  0.0712
C  -2.92  4.09  -0.43  -0.2476
O  -2.27  3.38  -1.34  0.1049
C  -3.81  3.27  0.47  -0.3285
O  -3.87  2.07  0.28  0.0665
C  -4.54  3.96  1.52  0.0592
C  -4.42  5.28  1.66  -0.2482
O  -5.05  5.97  2.60  0.1126
H  -2.17  6.01  -0.94  0.1355
H  -2.53  2.45  -1.22  0.0601
H  -5.16  3.36  2.17  0.1372
H  -4.79  6.90  2.47  0.1186
O  -1.68  3.94  2.57  0.1143
C  -1.07  3.31  3.42  -0.2902
C  -1.36  3.35  4.83  0.0807
C  -0.62  2.63  5.68  -0.2348
O  -0.81  2.60  6.99  0.1208
C  0.53  1.77  5.20  -0.3134
O  1.16  1.16  6.05  0.1090
C  0.81  1.72  3.78  0.0748
C  0.06  2.44  2.94  -0.2291
O  0.25  2.44  1.62  0.1192
H  -2.19  3.97  5.16  0.1376
H  -0.13  2.00  7.35  0.1214
H  1.62  1.09  3.45  0.1348
H  -0.42  3.05  1.25  0.1144

Values from the calculation:
- DFT total energy (Ha) = -5133.98735
- gap between HOMO and LUMO (eV) = 7.78
- net charge = 0
- spin multiplicity = 1
- HOMO level (eV) = -9.42